The following is a quantum chemistry calculation of a molecular structure, C4H4O2 at a distorted geometry, from the Open Molecules 2025 dataset.

Summary:
ΔE to the lowest compared entry with this formula, charge and spin, kJ/mol: 174.35
HOMO, eV: -8.2
2S+1: 1
E_LUMO, eV: 0.6
Total energy, a.u.: -305.21305

Last column: Löwdin charge in e.
Atoms and positions in Å:
C1 0.082 -1.164 -0.518  -0.244
C2 -0.355 -0.455 1.247  -0.258
C3 0.522 0.287 -0.783  -0.119
C4 -0.305 0.782 0.382  -0.158
O1 0.033 -2.170 -1.130  0.119
O2 -0.328 -0.806 2.324  0.184
H1 1.635 0.380 -0.751  0.140
H2 0.052 0.668 -1.664  0.104
H3 -1.346 0.843 0.023  0.142
H4 0.010 1.635 0.868  0.090

---

The following is a quantum chemistry calculation of 9 unconnected molecules or ions with the total composition C19H32Cl8F2O15 at a distorted geometry, from the Open Molecules 2025 dataset.

Summary:
ΔE to the lowest compared entry with this formula, charge and spin, kJ/mol: 0.00
SMILES: O=C1OC[C@@H](F)O1.O=C1OC[C@@H](F)O1.COC(=O)OC.COC(=O)OC.COC(=O)OC.ClCCl.ClCCl.ClCCl.ClCCl
HOMO, eV: -10.7
2S+1: 1
E_LUMO, eV: 0.2
Total energy, a.u.: -5753.04382

Last column: Löwdin charge in e.
Atoms and positions in Å:
O1 -1.188 -4.650 2.632  0.193
C1 -1.269 -3.602 2.095  -0.561
O2 -1.496 -3.398 0.793  0.047
C2 -1.451 -2.015 0.526  -0.085
C3 -1.561 -1.364 1.901  -0.288
F1 -2.865 -1.018 2.175  0.055
O3 -1.116 -2.402 2.710  0.143
H1 -0.453 -1.820 0.112  0.099
H2 -2.133 -1.696 -0.258  0.135
H3 -0.972 -0.453 1.995  0.171
O4 5.807 -3.194 3.128  0.174
C4 4.932 -3.985 2.984  -0.555
O5 4.593 -4.922 3.848  0.107
C5 3.572 -5.752 3.332  -0.047
C6 3.119 -5.041 2.064  -0.297
F2 1.949 -4.352 2.180  0.066
O6 4.131 -4.053 1.862  0.098
H4 3.799 -6.789 3.080  0.134
H5 2.781 -5.850 4.076  0.147
H6 3.087 -5.702 1.195  0.096
C7 -1.932 -5.467 -1.715  -0.059
O7 -2.975 -6.019 -2.493  -0.005
C8 -3.590 -7.101 -2.020  -0.629
O8 -3.544 -7.445 -0.869  0.137
O9 -4.214 -7.682 -3.009  0.012
C9 -4.881 -8.918 -2.789  -0.026
H7 -1.811 -4.419 -1.981  0.071
H8 -0.964 -5.930 -1.924  0.083
H9 -2.058 -5.556 -0.639  0.087
H10 -5.350 -9.270 -3.700  0.093
H11 -5.612 -8.784 -1.993  0.098
H12 -4.171 -9.674 -2.453  0.099
C10 -2.845 -5.713 -5.771  -0.042
O10 -1.797 -6.400 -5.114  -0.006
C11 -0.546 -5.998 -5.377  -0.620
O11 -0.288 -5.131 -6.167  0.127
O12 0.261 -6.744 -4.663  0.021
C12 1.658 -6.515 -4.805  -0.067
H13 -3.126 -6.167 -6.722  0.097
H14 -2.490 -4.711 -6.018  0.089
H15 -3.712 -5.645 -5.121  0.087
H16 1.939 -5.501 -5.063  0.057
H17 2.074 -7.195 -5.557  0.093
H18 2.080 -6.871 -3.868  0.048
C13 2.828 -0.784 -3.467  -0.064
O13 1.562 -1.387 -3.438  -0.039
C14 0.470 -0.665 -3.532  -0.646
O14 0.405 0.516 -3.363  0.150
O15 -0.507 -1.490 -3.890  -0.003
C15 -1.847 -1.139 -3.663  -0.049
H19 3.611 -1.434 -3.845  0.061
H20 3.121 -0.380 -2.494  0.097
H21 2.850 0.123 -4.080  0.102
H22 -2.042 -0.803 -2.646  0.089
H23 -2.504 -1.989 -3.860  0.092
H24 -2.180 -0.445 -4.442  0.103
Cl1 4.642 -4.840 -5.148  0.495
C16 5.141 -5.949 -6.479  -0.977
Cl2 6.857 -6.329 -6.313  0.530
H25 4.450 -6.778 -6.358  0.014
H26 4.879 -5.470 -7.416  0.034
Cl3 5.665 -2.573 -2.102  0.537
C17 6.216 -2.157 -0.446  -1.026
Cl4 7.561 -1.066 -0.435  0.569
H27 5.348 -1.816 0.100  0.031
H28 6.519 -3.104 -0.018  0.021
Cl5 1.036 -3.608 -1.336  0.629
C18 2.697 -4.153 -1.748  -0.924
Cl6 2.762 -5.915 -1.383  0.559
H29 3.032 -4.080 -2.779  -0.011
H30 3.408 -3.538 -1.201  -0.020
Cl7 5.776 -9.963 -1.480  0.518
C19 4.184 -9.203 -1.544  -1.027
Cl8 3.570 -8.985 0.118  0.470
H31 4.308 -8.207 -1.959  -0.022
H32 3.423 -9.711 -2.126  0.036

---

The following is a quantum chemistry calculation of 2 unconnected molecules or ions with the total composition ClH4N2PS at a distorted geometry, from the Open Molecules 2025 dataset.

Summary:
ΔE to the lowest compared entry with this formula, charge and spin, kJ/mol: 337.96
HOMO, eV: -8.7
2S+1: 1
E_LUMO, eV: -2.0
Total energy, a.u.: -1311.59501

Last column: Löwdin charge in e.
Atoms and positions in Å:
N1 -0.123 -1.536 -0.669  -0.223
N2 0.378 2.012 -0.549  -0.041
P1 -0.144 -0.528 0.666  -0.099
S1 -1.554 -0.948 1.927  0.163
Cl1 1.722 -0.739 1.345  0.257
H1 0.510 -1.242 -1.403  0.045
H2 -1.032 -1.803 -1.024  0.045
H3 0.834 2.446 0.248  -0.077
H4 -0.592 2.339 -0.542  -0.071

---

The following is a quantum chemistry calculation of a single C5H11NO molecule, from the Open Molecules 2025 dataset.

Summary:
ΔE to the lowest compared entry with this formula, charge and spin, kJ/mol: 219.62
SMILES: C[C@H]1CN1CCO
HOMO, eV: -9.2
2S+1: 1
E_LUMO, eV: 1.0
Total energy, a.u.: -327.04770

Last column: Löwdin charge in e.
Atoms and positions in Å:
C1 2.202 -0.258 -1.516  -0.060
C2 1.296 -0.562 -0.345  -0.330
C3 0.935 0.372 0.761  -0.115
N1 0.044 0.173 -0.352  -0.092
C4 -1.171 -0.517 0.007  -0.210
C5 -2.298 0.479 0.255  -0.259
O1 -1.974 1.339 1.330  -0.069
H1 1.915 -0.887 -2.367  0.074
H2 3.259 -0.450 -1.303  0.071
H3 2.083 0.783 -1.827  0.078
H4 1.279 -1.616 -0.052  0.136
H5 1.358 1.363 0.898  0.112
H6 0.566 -0.133 1.666  0.101
H7 -1.438 -1.212 -0.800  0.125
H8 -0.998 -1.068 0.980  0.124
H9 -2.487 1.129 -0.610  0.122
H10 -3.227 -0.079 0.447  0.112
H11 -1.694 0.770 2.061  0.079

---

The following is a quantum chemistry calculation of a single C4H10I4Si2 molecule at a distorted geometry, from the Open Molecules 2025 dataset.

Summary:
ΔE to the lowest compared entry with this formula, charge and spin, kJ/mol: 0.00
SMILES: CC[Si](I)(I)[Si](I)(I)CC
HOMO, eV: -9.3
2S+1: 1
E_LUMO, eV: -0.2
Total energy, a.u.: -1928.32218

Last column: Löwdin charge in e.
Atoms and positions in Å:
C1 -3.147 1.365 0.557  -0.235
C2 -2.020 0.384 0.813  -0.433
Si1 -0.471 1.437 1.114  -0.351
I1 -0.621 2.686 3.337  0.338
I2 -0.090 3.336 -0.462  0.408
Si2 1.551 0.217 1.138  -0.447
I3 1.113 -1.811 2.532  0.463
I4 3.501 1.314 2.197  0.449
C3 2.067 -0.410 -0.478  -0.473
C4 3.188 -1.511 -0.217  -0.186
H1 -3.117 2.037 1.399  0.020
H2 -3.013 1.979 -0.354  0.053
H3 -4.141 0.886 0.546  0.085
H4 -1.846 0.046 -0.214  0.070
H5 -2.264 -0.304 1.614  0.077
H6 1.255 -0.775 -1.096  0.073
H7 2.459 0.532 -0.883  0.057
H8 3.891 -1.144 0.532  0.014
H9 2.594 -2.315 0.335  -0.001
H10 3.607 -1.717 -1.105  0.020